ORCA calculation (ωB97M-V/def2-TZVPD) on C31H36N3O10P2W as an isolated structure in a non-equilibrium geometry.

Structure (XYZ):
```
83
Properties=species:S:1:pos:R:3:mulliken_charge:R:1
C 0.72 6.58 -0.14 -0.823
C 1.74 -3.17 -3.76 -1.731
N 0.94 2.41 -0.07 -0.003
H -2.26 -3.06 -0.18 1.390
H -2.37 -3.30 4.37 0.365
H 1.92 2.14 0.01 0.648
H 4.96 -0.86 -2.81 0.494
N 0.44 0.12 -0.27 1.090
H 1.78 -3.73 1.34 0.167
H -5.62 1.25 1.13 0.577
C 1.85 4.55 0.43 0.750
H -1.17 6.39 -1.14 0.442
H -1.19 -4.94 1.02 0.239
C -2.18 -0.50 0.58 1.346
C 0.04 1.45 -0.05 -0.214
C -0.70 -5.21 0.08 -1.785
H 2.89 -3.74 -0.04 0.541
H 3.75 5.09 2.27 0.384
H 4.11 -2.40 -1.10 0.534
C 1.64 -0.07 -1.04 -0.308
P 0.56 -0.63 3.38 0.221
O -3.51 2.85 0.43 -0.401
H 2.63 6.51 0.81 0.490
O 2.86 3.78 0.91 -0.373
C 2.45 -3.13 0.74 -1.227
C -3.32 -1.23 1.01 -1.456
O -0.01 -4.59 3.83 -0.649
O -0.18 -2.92 1.88 -0.810
O 1.57 -0.65 2.28 -0.345
O 1.63 -2.09 0.08 0.653
C -4.65 0.78 1.00 -0.476
O 0.55 0.45 4.48 -0.424
H -5.39 -1.16 1.53 0.510
C -3.55 1.53 0.63 0.918
H -5.45 3.48 0.01 0.362
W -0.35 -1.33 0.82 1.149
H 2.64 -3.65 -3.39 0.415
C -1.29 -1.96 -1.84 0.599
C 2.07 0.75 -2.09 0.060
H 1.19 -4.95 -1.80 0.629
H 4.49 5.05 0.64 0.418
H -0.14 -1.27 -3.49 0.712
C -1.35 -2.89 -0.72 -0.961
H 3.60 1.08 -3.53 0.535
H -2.14 -0.15 -2.66 0.401
C 0.55 -4.08 -1.75 -0.742
C -2.31 0.88 0.44 -0.104
O 0.42 -2.03 4.08 -0.294
C -4.52 -0.59 1.21 -1.461
C 4.02 4.46 1.42 -0.985
H 1.35 -3.81 -4.57 0.438
P -0.42 -3.26 3.44 0.899
O -0.76 -0.41 2.52 -0.474
H -3.27 -2.29 1.22 0.395
C -0.20 -2.00 -2.70 -0.450
C 0.77 3.83 -0.10 0.092
C 2.32 -1.24 -0.76 0.375
H 1.16 0.43 5.23 0.384
H 4.69 3.67 1.75 0.261
C -0.34 5.87 -0.69 -1.200
H -1.44 2.72 0.40 0.566
H 1.49 1.61 -2.41 0.639
H 1.98 -2.21 -4.20 0.380
H 3.20 -2.62 1.34 0.338
H -1.39 -5.88 -0.45 0.454
H 0.70 7.66 -0.15 0.429
O -1.93 -2.85 3.64 -0.423
C -2.46 -1.12 -2.27 -1.574
H -1.11 3.95 -1.18 0.630
C 3.25 0.45 -2.73 -1.092
C 4.01 -0.65 -2.33 -0.943
C -0.44 -4.03 -0.80 0.780
N -1.23 1.74 0.22 0.398
C -0.31 4.48 -0.68 -0.461
C -4.68 3.64 0.76 -0.985
H -4.35 4.67 0.74 0.271
C 3.54 -1.52 -1.36 -0.355
C 0.70 -3.06 -2.70 0.547
H 0.20 -5.78 0.30 0.403
H -2.93 -1.65 -3.10 0.564
H -5.04 3.39 1.75 0.452
H -3.22 -0.98 -1.51 0.162
C 1.81 5.93 0.41 -0.369
```

E_HOMO (eV): -15.7358
E_tot (eV): -78060.621
Charge: +3
Molecular weight (g mol⁻¹): 856.428
F_max (eV Å⁻¹): 1.9